Record 1
A molecular structure, C52H51N10O3P2Sc. Source: the OMol25 dataset; level of theory: ωB97M-V with the def2-TZVPD basis set.

Net charge: +2
Energy relative to the best compared isomer or geometry (same formula, charge and spin): 0.00 kJ/mol
Frontier orbital gap: 6.16 eV
E_tot: -4228.616373 a.u.

Atoms and positions in Å:
Sc1 0.24680 -0.18306 -0.24635
C1 2.50708 -5.40249 -1.70587
N1 2.46839 -3.96705 -1.48560
C2 3.49558 -3.09915 -1.70373
C3 3.04458 -1.87077 -1.32034
N2 1.75471 -1.96319 -0.88086
C4 1.43328 -3.24956 -0.99034
P1 -0.14316 -4.01646 -0.51171
C5 -1.24239 -2.87354 -1.40791
N3 -1.27441 -1.54722 -1.33575
C6 -2.30325 -1.15006 -2.14391
C7 -2.89749 -2.24502 -2.69954
N4 -2.21894 -3.33101 -2.22834
C8 -2.47244 -4.72392 -2.55902
C9 -0.29087 -3.22736 1.12450
N5 -0.19141 -1.93723 1.43917
C10 -0.40740 -1.87628 2.78829
C11 -0.63595 -3.12606 3.28344
N6 -0.56105 -3.97674 2.22251
C12 -0.73638 -5.41914 2.27521
H1 3.48658 -5.67866 -2.08567
H2 1.75333 -5.70926 -2.42918
H3 2.33522 -5.93161 -0.76973
H4 4.44841 -3.41242 -2.09120
H5 3.57736 -0.94073 -1.30607
H6 -2.55255 -0.11132 -2.27889
H7 -3.73733 -2.33129 -3.36581
H8 -3.30797 -4.78254 -3.25051
H9 -2.71595 -5.29246 -1.66283
H10 -1.59616 -5.17028 -3.02666
H11 -0.37809 -0.95589 3.33660
H12 -0.85000 -3.45843 4.28364
H13 -0.98130 -5.70527 3.29416
H14 0.17877 -5.92901 1.97745
H15 -1.54393 -5.73566 1.61735
C13 -3.98004 2.28943 0.79661
C14 -2.85454 1.29637 1.08233
C15 -3.31720 0.20864 2.04986
C16 -1.61330 2.06605 1.56127
C17 -1.81848 2.80459 2.89378
O1 -0.73332 2.34448 3.71113
C18 -0.02214 1.46670 3.00281
N7 -0.42036 1.21179 1.80764
C19 1.14006 0.94533 3.73955
C20 1.06882 0.96095 5.13325
C21 2.14951 0.56892 5.90158
C22 3.33533 0.21257 5.28324
C23 3.42313 0.21786 3.89954
C24 2.32646 0.55130 3.10915
P2 2.43381 0.53924 1.27906
C25 2.80603 2.29247 0.94676
C26 2.07610 2.94971 -0.04220
C27 2.38654 4.25551 -0.39050
C28 3.43061 4.90684 0.24757
C29 4.14570 4.26432 1.25054
C30 3.83033 2.96554 1.61189
C31 4.03966 -0.30527 1.06690
C32 4.11754 -1.63178 1.50243
C33 5.25064 -2.38437 1.25538
C34 6.30899 -1.82452 0.54951
C35 6.23926 -0.51210 0.10957
C36 5.10615 0.24934 0.36787
H16 -4.82892 1.77799 0.34477
H17 -3.65171 3.07552 0.11473
H18 -4.32511 2.76530 1.71605
H19 -2.56233 0.81519 0.14716
H20 -3.66847 0.62950 2.99352
H21 -2.51532 -0.50038 2.25388
H22 -4.14901 -0.34110 1.60906
H23 -1.34336 2.76656 0.76748
H24 -2.75198 2.54502 3.39256
H25 -1.74860 3.88654 2.80194
H26 0.15967 1.28903 5.61634
H27 2.07640 0.56152 6.98002
H28 4.20373 -0.05851 5.86799
H29 4.36255 -0.03810 3.43480
H30 1.26546 2.42898 -0.53472
H31 1.81494 4.75799 -1.15989
H32 3.68363 5.92028 -0.03213
H33 4.95637 4.77936 1.74781
H34 4.38546 2.47457 2.40185
H35 3.28337 -2.05953 2.05002
H36 5.31655 -3.40736 1.60307
H37 7.19583 -2.41272 0.35515
H38 7.06896 -0.08363 -0.43656
H39 5.05791 1.27690 0.03169
C37 1.47405 6.58317 -12.10226
O2 0.19945 6.67449 -11.48486
C38 0.03192 6.12804 -10.27306
C39 0.98465 5.32841 -9.62875
C40 0.72981 4.84116 -8.36738
C41 -0.47961 5.11094 -7.71064
C42 -1.42464 5.91194 -8.36384
C43 -1.17319 6.40780 -9.61979
N8 -0.82377 4.58682 -6.47051
N9 0.00205 3.83131 -5.92786
C44 -0.26255 3.26624 -4.70237
C45 -1.27145 3.62313 -3.82559
C46 -1.44173 2.96709 -2.60936
C47 -0.61199 1.93268 -2.21269
O3 -0.72900 1.30100 -1.06177
C48 0.44480 1.54211 -3.08435
N10 1.22687 0.49812 -2.66979
C49 2.19351 0.13199 -3.48676
C50 2.49063 0.76494 -4.70111
C51 1.71775 1.81488 -5.11395
C52 0.63458 2.21836 -4.31071
H40 1.44044 7.24492 -12.96238
H41 1.68378 5.56555 -12.43994
H42 2.26254 6.91340 -11.42259
H43 1.91659 5.07407 -10.11214
H44 1.47200 4.23278 -7.87402
H45 -2.35703 6.13586 -7.86324
H46 -1.89420 7.03129 -10.13034
H47 -1.93386 4.43432 -4.09657
H48 -2.25234 3.25864 -1.95232
H49 2.80258 -0.71006 -3.19614
H50 3.33044 0.42157 -5.28804
H51 1.91654 2.33892 -6.03514

Record 2
11 unconnected molecules or ions with the total composition C52H53F5N4O2. Source: the OMol25 dataset; level of theory: ωB97M-V with the def2-TZVPD basis set.

Net charge: 0
SMILES: Fc1ccccc1.Fc1ccccc1.Fc1ccccc1.Fc1ccccc1.Fc1ccccc1.c1ccncc1.c1ccncc1.c1ccncc1.c1ccncc1.CO.CO
Frontier orbital gap: 9.42 eV
E_tot: -2882.046664 a.u.

Atoms and positions in Å:
F1 -6.68206 3.27660 -1.54806
C1 -6.02225 2.65891 -0.55103
C2 -5.84205 1.29639 -0.67490
C3 -5.13464 0.63135 0.30641
C4 -4.60944 1.33430 1.38555
C5 -4.93842 2.66503 1.57735
C6 -5.69582 3.33141 0.61382
H1 -6.26349 0.81138 -1.54642
H2 -4.88461 -0.42268 0.28951
H3 -3.90337 0.81162 2.02001
H4 -4.55388 3.21205 2.42737
H5 -5.93054 4.37506 0.77323
F2 0.83658 -3.90062 0.53242
C7 0.43869 -4.28744 1.76045
C8 -0.47719 -3.50866 2.45412
C9 -0.86441 -3.96338 3.71545
C10 -0.29979 -5.11635 4.24712
C11 0.68139 -5.82069 3.57060
C12 1.07401 -5.38916 2.31632
H6 -0.90931 -2.62379 2.00505
H7 -1.67767 -3.44793 4.20856
H8 -0.71808 -5.44529 5.19102
H9 1.06610 -6.72849 4.01411
H10 1.76069 -5.97487 1.71994
F3 5.91552 0.28202 -2.66310
C13 5.48295 1.02259 -1.65093
C14 5.37532 0.49762 -0.37341
C15 4.95947 1.31567 0.65403
C16 4.65651 2.66329 0.43032
C17 4.76776 3.16727 -0.84423
C18 5.19524 2.35860 -1.89573
H11 5.49377 -0.56607 -0.21070
H12 4.86385 0.87581 1.63917
H13 4.32978 3.27757 1.25969
H14 4.49883 4.20385 -1.00809
H15 5.19382 2.67517 -2.93112
F4 -1.86378 0.13494 3.55886
C19 -0.77827 -0.00297 4.33021
C20 -0.92549 0.05670 5.70848
C21 0.17666 -0.04791 6.54349
C22 1.42443 -0.31081 5.98313
C23 1.56773 -0.48381 4.61611
C24 0.46407 -0.25187 3.79064
H16 -1.85905 0.28996 6.20841
H17 0.05579 -0.00394 7.61558
H18 2.26811 -0.44302 6.65012
H19 2.53160 -0.74551 4.20534
H20 0.57264 -0.36401 2.71755
F5 -0.56027 3.69601 -5.89944
C25 -1.31595 3.02966 -5.00307
C26 -2.65925 2.86806 -5.28033
C27 -3.41092 2.10660 -4.41589
C28 -2.86933 1.68683 -3.20336
C29 -1.52421 1.91986 -2.89743
C30 -0.72895 2.56150 -3.85023
H21 -3.03060 3.26461 -6.21647
H22 -4.45081 1.87562 -4.60929
H23 -3.53318 1.17082 -2.52010
H24 -1.13144 1.53543 -1.96755
H25 0.30973 2.71332 -3.59224
C31 1.36234 4.53538 3.76642
C32 1.77804 5.21604 4.90798
C33 2.76835 4.66535 5.68286
N1 3.37193 3.50115 5.36691
C34 2.92062 2.83652 4.31415
C35 1.89084 3.28960 3.48311
H26 0.58753 4.97589 3.15102
H27 1.38652 6.18136 5.20203
H28 3.31366 5.17191 6.46992
H29 3.45048 1.92269 4.06972
H30 1.58572 2.69994 2.63245
C36 -0.08851 1.75916 0.71064
C37 1.21207 1.85839 0.23462
C38 1.73315 0.77019 -0.43244
N2 1.05655 -0.36309 -0.63837
C39 -0.22730 -0.41386 -0.25344
C40 -0.83949 0.63584 0.45675
H31 -0.52881 2.58463 1.25946
H32 1.78320 2.76746 0.34931
H33 2.78514 0.78679 -0.68822
H34 -0.74970 -1.34660 -0.42448
H35 -1.83470 0.50591 0.85759
C41 -4.98141 -3.86247 -1.51534
C42 -4.58064 -4.27046 -0.24468
C43 -3.47698 -3.65785 0.30384
N3 -2.87378 -2.60039 -0.24435
C44 -3.33168 -2.17004 -1.41736
C45 -4.36662 -2.77874 -2.13409
H36 -5.77077 -4.43373 -1.98840
H37 -4.93845 -5.20481 0.16635
H38 -2.97357 -4.07043 1.17311
H39 -2.75022 -1.31487 -1.75063
H40 -4.71078 -2.39458 -3.08136
C46 1.87553 -0.33281 -4.45000
C47 1.47158 -0.46579 -5.75683
C48 1.73986 0.52825 -6.68501
N4 2.24808 1.70735 -6.33963
C49 2.68443 1.85609 -5.07458
C50 2.53087 0.86045 -4.13223
H41 1.72488 -1.12092 -3.73042
H42 0.89323 -1.34204 -6.03242
H43 1.41892 0.46229 -7.71684
H44 3.10674 2.82508 -4.84340
H45 2.94846 0.99335 -3.14053
C51 3.29809 -3.11605 -1.85744
O1 3.23895 -1.70821 -1.92426
H46 2.73860 -3.54696 -2.70220
H47 4.31808 -3.47311 -1.99770
H48 2.84956 -3.47158 -0.92735
H49 2.37640 -1.41303 -1.56651
C52 -0.25333 -3.80216 -2.39062
O2 -0.61241 -3.50213 -3.73943
H50 0.45657 -4.62718 -2.46773
H51 0.04624 -2.89657 -1.86063
H52 -1.06603 -4.20677 -1.77857
H53 0.09144 -3.79407 -4.31717

Number 1: highest occupied orbital energy -0.400 hartree. Number 2: highest occupied orbital energy -0.329 hartree.